1.
A molecular structure, C19H42NOOsP3S. Source: the OMol25 dataset; level of theory: wB97M-V/def2-TZVPD.

The geometry in XYZ format:
```
68
Properties=species:S:1:pos:R:3:mulliken_charge:R:1
Os -0.59 -0.49 -0.15 1.07
P -2.18 -0.22 1.32 0.46
P 0.87 -1.31 1.75 0.68
P -0.61 -2.57 -0.78 1.00
H -0.79 0.80 -3.85 0.65
C -0.85 0.27 -2.88 -1.15
C -2.05 0.39 -2.21 -0.24
H -2.59 1.32 -2.49 0.32
C -2.30 1.40 2.20 -1.30
C -2.57 -1.39 2.66 -1.13
C -3.73 -0.22 0.35 -1.23
C 2.66 -1.05 1.31 -1.22
C 0.83 -0.63 3.48 -1.77
C 0.90 -3.08 2.32 -1.72
C -1.56 -2.82 -2.33 -1.39
C -1.41 -3.92 0.19 -1.36
C 1.05 -3.19 -1.19 -0.91
H -0.12 -0.53 -2.66 0.04
H -2.67 -0.54 -2.11 0.44
H -2.29 2.23 1.46 0.34
H -1.45 1.53 2.89 0.23
H -3.24 1.38 2.77 0.63
H -1.82 -1.31 3.46 0.37
H -2.59 -2.43 2.28 0.25
H -3.56 -1.10 3.03 0.54
H -3.61 0.48 -0.49 0.27
H -4.55 0.14 0.98 0.54
H -3.92 -1.23 -0.03 0.40
H 3.28 -1.46 2.13 0.50
H 2.88 0.02 1.20 0.31
H 2.91 -1.60 0.39 0.34
H 0.92 -1.47 4.18 0.58
H -0.12 -0.12 3.70 0.46
H 1.70 0.03 3.65 0.71
H 1.61 -3.12 3.16 0.65
H 1.22 -3.76 1.52 0.40
H -0.11 -3.32 2.70 0.47
H -1.57 -3.91 -2.55 0.58
H -1.17 -2.24 -3.18 0.42
H -2.56 -2.48 -2.08 0.47
H -1.56 -4.77 -0.49 0.53
H -2.40 -3.63 0.57 0.37
H -0.79 -4.26 1.02 0.39
H 0.95 -3.90 -2.03 0.48
H 1.51 -3.70 -0.35 0.37
H 1.69 -2.37 -1.52 0.16
C 1.11 3.37 -2.66 -0.04
C 1.51 2.04 -2.32 0.64
C 2.77 1.56 -2.52 -0.56
C 3.77 2.44 -3.00 -0.43
C 3.41 3.77 -3.21 -0.75
C 2.12 4.25 -3.06 -0.45
S -0.56 3.88 -2.77 0.06
H -0.93 3.00 -3.71 0.24
H 0.76 1.36 -1.90 0.36
H 2.96 0.47 -2.35 0.43
H 4.76 2.02 -3.24 0.48
H 4.18 4.46 -3.52 0.46
H 1.76 5.26 -3.28 0.52
C 1.33 2.57 2.54 -1.36
C 0.75 2.48 1.19 0.46
N 0.64 3.65 0.55 -0.27
O 0.34 1.43 0.56 0.20
H 2.42 2.77 2.51 0.37
H 1.16 1.68 3.14 -0.05
H 0.96 3.46 3.07 0.54
H 0.20 3.74 -0.35 -0.10
H 0.93 4.49 1.03 0.26
```

Output
- orbital gap (spin up / spin down) (eV) = 5.88 / 6.01
- 2S+1 = 5
- ⟨S²⟩ = 6.05
- molecular weight (g/mol) = 615.77
- total charge = +4
- energy above the lowest of the compared OMol25 structures with the same formula, charge and spin (eV) = 0.606

2.
A molecular structure, C19H42NOP3SW. Source: the OMol25 dataset; level of theory: wB97M-V/def2-TZVPD.

The geometry in XYZ format:
```
68
Properties=species:S:1:pos:R:3:mulliken_charge:R:1
W -2.26 -0.14 -0.10 0.27
P -0.47 1.04 1.31 0.90
P -0.95 -2.02 -0.15 0.90
P -4.37 0.12 0.69 0.49
H 1.34 0.16 -2.24 0.21
C 0.70 0.81 -2.81 -0.28
C 0.18 1.91 -2.30 0.01
H 0.38 2.24 -1.25 0.27
C 1.35 1.23 1.09 -1.20
C -0.52 0.07 2.88 -1.25
C -0.77 2.72 2.03 -1.51
C -1.07 -3.09 -1.62 -1.26
C 0.83 -2.13 0.23 -1.13
C -1.78 -2.95 1.15 -1.33
C -5.05 1.71 0.19 -0.86
C -4.20 -0.08 2.45 -1.06
C -5.25 -1.25 -0.07 -0.96
H 0.00 0.09 -3.35 0.22
H -0.92 2.04 -2.43 -0.24
H 1.73 0.78 0.16 0.20
H 1.87 0.72 1.92 0.49
H 1.61 2.30 1.10 0.59
H 0.19 -0.77 2.83 0.38
H -1.54 -0.28 3.11 0.23
H -0.19 0.76 3.67 0.54
H -0.38 3.49 1.34 0.44
H -0.25 2.78 3.00 0.52
H -1.84 2.87 2.20 0.41
H -0.56 -4.03 -1.36 0.57
H -0.55 -2.65 -2.48 0.41
H -2.11 -3.28 -1.91 0.47
H 1.13 -3.17 0.03 0.59
H 1.03 -1.92 1.28 0.39
H 1.46 -1.46 -0.37 0.24
H -1.39 -3.97 1.05 0.49
H -2.86 -2.95 1.02 0.39
H -1.52 -2.56 2.13 0.35
H -6.06 1.58 0.63 0.48
H -5.02 1.80 -0.92 0.31
H -4.44 2.50 0.66 0.45
H -5.29 0.01 2.68 0.49
H -3.58 0.75 2.85 0.40
H -3.73 -1.06 2.68 0.41
H -6.27 -0.92 0.19 0.45
H -4.94 -2.19 0.42 0.45
H -5.07 -1.29 -1.16 0.37
C -3.88 0.50 -3.51 1.09
C -4.84 -0.14 -4.32 -0.43
C -5.68 0.61 -5.13 -0.67
C -5.55 2.00 -5.18 -0.40
C -4.58 2.63 -4.42 -0.60
C -3.72 1.89 -3.59 -0.42
S -2.87 -0.48 -2.43 -0.21
H -2.34 1.20 0.83 -0.11
H -4.89 -1.23 -4.29 0.52
H -6.42 0.10 -5.74 0.46
H -6.19 2.58 -5.86 0.47
H -4.47 3.70 -4.47 0.49
H -2.94 2.38 -3.02 0.14
C 5.07 -0.85 0.42 -1.02
C 4.55 -0.37 -0.90 0.59
N 5.50 0.01 -1.80 -0.40
O 3.35 -0.31 -1.19 -0.56
H 5.68 -1.76 0.28 0.36
H 4.23 -1.05 1.08 0.18
H 5.70 -0.08 0.89 0.37
H 5.21 0.33 -2.70 0.24
H 6.50 -0.05 -1.59 0.22
```

Output
- orbital gap (spin up / spin down) (eV) = 3.38 / 2.55
- 2S+1 = 3
- ⟨S²⟩ = 2.03
- molecular weight (g/mol) = 609.38
- total charge = +4
- energy above the lowest of the compared OMol25 structures with the same formula, charge and spin (eV) = 2.188

3.
A molecular structure, C19H43Cl2DyNP2. Source: the OMol25 dataset; level of theory: wB97M-V/def2-TZVPD.

The geometry in XYZ format:
```
68
Properties=species:S:1:pos:R:3:mulliken_charge:R:1
Dy 0.91 0.41 1.22 -0.21
Cl 1.08 1.35 -1.13 -0.56
P -0.52 2.80 1.87 0.41
C -1.76 3.89 1.08 0.60
C -1.03 2.66 3.65 0.59
C 1.10 3.75 1.77 0.75
C -2.73 3.02 0.28 -1.48
H -1.16 4.50 0.37 0.38
C -2.51 4.84 2.00 -1.36
H -3.01 4.32 2.83 0.23
H -3.30 5.34 1.41 0.46
H -1.87 5.63 2.42 0.22
H -2.20 2.27 -0.33 0.31
H -3.32 3.66 -0.39 0.47
H -3.43 2.50 0.94 0.26
H 1.10 4.08 0.71 0.38
C 2.37 2.88 1.96 -1.51
C 1.10 4.98 2.67 -1.53
H 0.46 5.77 2.27 0.26
H 2.12 5.36 2.73 0.49
H 0.75 4.75 3.69 0.26
H 2.25 2.09 2.74 0.26
H 3.20 3.52 2.29 0.52
H 2.68 2.42 1.00 0.33
C -2.32 1.83 3.76 -1.54
H -1.22 3.69 3.97 0.57
C 0.07 2.05 4.53 -1.67
H -3.21 2.38 3.42 0.31
H -2.48 1.57 4.82 0.43
H -2.24 0.89 3.20 0.26
H 0.21 0.97 4.32 0.25
H -0.24 2.13 5.59 0.49
H 1.03 2.55 4.43 0.32
Cl 0.72 -1.46 2.87 -0.57
H -0.96 -0.01 0.67 0.01
P 0.29 -2.82 -2.55 0.09
C 1.58 -2.41 -3.76 0.44
C 0.71 -4.36 -1.61 0.57
C -1.40 -2.51 -3.15 0.53
C 2.60 -1.49 -3.06 -0.96
H 1.08 -1.82 -4.54 0.38
C 2.21 -3.65 -4.40 -1.55
H 2.73 -4.29 -3.67 0.24
H 2.95 -3.34 -5.15 0.48
H 1.46 -4.27 -4.92 0.30
H 2.18 -0.52 -2.79 0.08
H 3.46 -1.33 -3.73 0.42
H 2.97 -1.94 -2.13 0.10
H -1.33 -1.52 -3.64 0.30
C -2.39 -2.36 -1.98 -1.40
C -1.80 -3.54 -4.21 -1.49
H -1.19 -3.41 -5.12 0.33
H -2.84 -3.40 -4.50 0.47
H -1.68 -4.57 -3.86 0.24
H -1.90 -2.01 -1.06 0.22
H -2.91 -3.31 -1.78 0.32
H -3.14 -1.61 -2.25 0.42
C 2.03 -4.18 -0.84 -1.46
H 0.84 -5.14 -2.38 0.39
C -0.40 -4.79 -0.64 -1.49
H 2.90 -4.00 -1.48 0.28
H 2.22 -5.09 -0.26 0.47
H 1.97 -3.34 -0.13 0.20
H -0.50 -4.07 0.20 0.24
H -0.14 -5.76 -0.20 0.48
H -1.38 -4.89 -1.12 0.31
N 4.07 -1.10 0.38 -0.74
C 3.10 -0.52 0.71 0.37
```

Output
- orbital gap (spin up / spin down) (eV) = 6.17 / 6.17
- 2S+1 = 6
- ⟨S²⟩ = 9.34
- molecular weight (g/mol) = 580.91
- total charge = -1

4.
A molecular structure, C19H43Cl3OPtSi4Te. Source: the OMol25 dataset; level of theory: wB97M-V/def2-TZVPD.

The geometry in XYZ format:
```
72
Properties=species:S:1:pos:R:3:mulliken_charge:R:1
C -0.60 0.84 -2.26 1.17
C -1.42 -0.30 -2.18 0.58
C -0.63 -1.42 -1.73 1.52
C -2.87 -0.34 -2.38 -1.75
C 0.78 -1.00 -1.73 -0.06
C 0.74 0.46 -1.95 -0.14
C 1.96 1.31 -2.07 -1.41
C -1.07 2.24 -2.43 -1.69
C -1.08 -2.81 -1.63 -1.98
C 1.98 -1.89 -1.74 -1.30
Pt 0.13 -0.50 0.24 1.13
Cl -2.28 -0.33 0.84 -0.68
Cl 0.02 3.08 1.59 -0.55
Cl 0.43 -2.78 1.10 -0.72
H -3.34 0.61 -2.08 0.34
H -3.30 -1.14 -1.78 0.32
H -3.11 -0.52 -3.43 0.35
H -1.94 -2.86 -0.95 0.33
H -0.27 -3.43 -1.22 0.32
H -1.38 -3.17 -2.62 0.36
H 1.79 -2.71 -1.03 0.26
H 2.88 -1.34 -1.41 0.32
H 2.12 -2.28 -2.76 0.25
H 2.83 0.83 -1.57 0.30
H 1.78 2.29 -1.58 0.41
H 2.20 1.48 -3.15 0.18
H -1.92 2.41 -1.77 0.36
H -1.38 2.46 -3.46 0.26
H -0.28 2.95 -2.14 0.33
O 2.95 2.72 0.36 -0.67
H 3.19 3.64 0.50 0.10
C 3.66 0.27 5.08 -1.04
Si 2.02 1.14 5.42 0.27
C 1.79 1.16 7.33 -0.98
C 2.13 2.92 4.79 -0.98
Si 0.37 0.08 4.22 0.24
Te 1.26 1.02 1.84 -0.08
Si 0.19 -2.08 5.07 0.44
C 0.07 -2.16 6.97 -1.12
C -1.34 -2.89 4.32 -0.98
C 1.76 -3.04 4.62 -0.98
Si -1.64 1.05 5.00 0.36
C -1.83 1.18 6.89 -1.04
C -1.71 2.81 4.33 -0.79
C -3.22 0.20 4.40 -0.86
H 4.41 0.82 5.66 0.38
H 3.96 0.27 4.03 0.23
H 3.68 -0.77 5.42 0.29
H 2.70 1.65 7.72 0.36
H 0.91 1.75 7.65 0.29
H 1.71 0.15 7.76 0.17
H 2.16 3.00 3.69 0.25
H 1.31 3.56 5.14 0.25
H 3.08 3.33 5.19 0.34
H -0.82 -1.66 7.38 0.25
H 0.00 -3.24 7.21 0.38
H 0.97 -1.76 7.46 0.20
H -1.43 -2.68 3.24 0.20
H -1.22 -3.98 4.44 0.38
H -2.29 -2.60 4.81 0.34
H 1.91 -3.06 3.53 0.13
H 2.67 -2.64 5.10 0.32
H 1.61 -4.07 4.98 0.39
H -1.05 1.82 7.34 0.27
H -2.81 1.66 7.06 0.35
H -1.82 0.20 7.38 0.20
H -1.52 2.76 3.25 -0.05
H -2.71 3.24 4.48 0.38
H -0.96 3.50 4.75 0.29
H -3.19 0.02 3.31 0.03
H -3.45 -0.75 4.90 0.29
H -4.07 0.88 4.60 0.37
```

Output
- orbital gap (spin up / spin down) (eV) = 4.28 / 4.61
- 2S+1 = 5
- ⟨S²⟩ = 6.04
- molecular weight (g/mol) = 828.93
- total charge = -2
- energy above the lowest of the compared OMol25 structures with the same formula, charge and spin (eV) = 0.031

5.
A molecular structure, C19H43HfOP3SSe. Source: the OMol25 dataset; level of theory: wB97M-V/def2-TZVPD.

The geometry in XYZ format:
```
69
Properties=species:S:1:pos:R:3:mulliken_charge:R:1
Hf -0.34 -0.33 0.60 0.87
P -1.75 -2.43 0.98 0.92
P 1.64 -0.52 2.37 0.56
P 1.36 -1.18 -1.39 0.89
H -2.02 1.84 -2.02 0.33
C -1.73 0.80 -2.02 -0.80
C -1.84 0.03 -0.89 0.50
H -2.56 0.25 -0.04 0.44
C -3.14 -2.00 2.07 -1.17
C -0.87 -3.77 1.86 -1.32
C -2.63 -3.33 -0.38 -1.29
C 2.97 0.70 2.51 -1.17
C 0.84 -0.44 4.02 -1.10
C 2.47 -2.13 2.35 -1.14
C 0.96 -0.96 -3.18 -1.18
C 1.55 -3.01 -1.31 -1.19
C 3.12 -0.62 -1.40 -1.02
H -1.38 0.44 -2.99 0.35
H -1.27 -0.96 -1.04 -0.35
H -3.52 -1.00 1.84 0.25
H -2.82 -2.00 3.12 0.42
H -3.96 -2.72 1.95 0.51
H -0.45 -3.37 2.79 0.42
H -0.06 -4.17 1.24 0.38
H -1.57 -4.58 2.10 0.53
H -3.01 -2.63 -1.13 0.40
H -3.48 -3.89 0.05 0.54
H -1.95 -4.03 -0.89 0.42
H 3.65 0.37 3.31 0.50
H 2.54 1.68 2.73 0.38
H 3.48 0.78 1.54 0.32
H 1.58 -0.78 4.76 0.55
H -0.03 -1.11 4.03 0.31
H 0.49 0.57 4.24 0.32
H 3.08 -2.23 3.26 0.57
H 3.12 -2.19 1.46 0.34
H 1.72 -2.93 2.30 0.22
H 1.73 -1.48 -3.78 0.55
H 0.96 0.11 -3.45 0.11
H -0.02 -1.38 -3.42 0.42
H 2.15 -3.38 -2.16 0.52
H 0.56 -3.48 -1.35 0.30
H 2.04 -3.30 -0.37 0.29
H 3.63 -1.00 -2.31 0.51
H 3.64 -0.97 -0.50 0.41
H 3.14 0.48 -1.42 0.18
C 1.21 3.41 -2.57 0.14
C -0.09 3.71 -3.00 -0.50
C -0.40 3.64 -4.34 -0.69
C 0.59 3.20 -5.22 -0.42
C 1.87 2.81 -4.77 -0.66
C 2.19 2.90 -3.42 -0.57
Se 1.70 3.55 -0.73 0.08
H 0.31 3.03 -0.55 -0.14
H -0.85 3.99 -2.29 0.94
H -1.39 3.95 -4.68 0.48
H 0.37 3.21 -6.29 0.44
H 2.64 2.50 -5.48 0.47
H 3.17 2.58 -3.05 0.48
C -2.49 3.36 1.69 -0.73
S -1.26 2.46 2.69 0.48
C -2.46 1.62 3.77 -0.86
O -0.81 1.31 1.69 -0.85
H -2.80 4.28 2.21 0.46
H -3.37 2.74 1.47 0.34
H -2.03 3.66 0.75 0.20
H -3.39 1.35 3.24 0.36
H -2.03 0.72 4.22 0.29
H -2.71 2.32 4.58 0.47
```

Output
- orbital gap (eV) = 4.02
- molecular weight (g/mol) = 669.99
- total charge = +4
- energy above the lowest of the compared OMol25 structures with the same formula, charge and spin (eV) = 0.000

6.
A molecular structure, C19H43IrOP3S2. Source: the OMol25 dataset; level of theory: wB97M-V/def2-TZVPD.

The geometry in XYZ format:
```
69
Properties=species:S:1:pos:R:3:mulliken_charge:R:1
Ir 0.01 0.59 -2.45 0.31
P 1.90 0.78 -0.15 0.71
P -1.45 1.21 -0.89 0.91
P 0.76 1.65 -4.10 0.80
H -0.67 -1.88 0.93 -0.51
C -0.67 -2.57 0.10 0.23
C 0.49 -2.98 -0.50 -0.63
H 1.39 -2.42 -0.35 0.39
C 1.72 -0.20 1.35 -1.11
C 1.71 2.55 0.23 -1.03
C 3.66 0.63 -0.53 -1.40
C -3.13 0.52 -1.25 -1.31
C -1.44 1.16 0.92 -0.88
C -1.63 2.94 -1.40 -1.37
C 1.91 0.52 -4.96 -1.00
C 1.54 3.17 -3.48 -1.03
C -0.81 1.86 -5.03 -1.29
H -1.61 -2.57 -0.43 0.39
H 0.52 -3.25 -1.54 0.24
H 1.22 -1.15 1.19 0.10
H 1.18 0.37 2.13 0.51
H 2.76 -0.38 1.70 0.52
H 0.77 2.78 0.73 0.36
H 1.80 3.15 -0.69 0.26
H 2.55 2.79 0.90 0.50
H 3.84 -0.38 -0.93 0.45
H 4.22 0.80 0.40 0.52
H 3.90 1.37 -1.30 0.38
H -3.82 1.13 -0.66 0.52
H -3.22 -0.52 -0.90 0.38
H -3.42 0.58 -2.32 0.45
H -2.21 1.88 1.23 0.58
H -0.47 1.47 1.34 0.18
H -1.74 0.16 1.27 0.05
H -2.54 3.29 -0.92 0.52
H -1.72 3.03 -2.49 0.34
H -0.78 3.50 -1.02 0.29
H 1.84 0.75 -6.04 0.45
H 1.64 -0.54 -4.76 0.20
H 2.93 0.69 -4.57 0.39
H 1.75 3.78 -4.38 0.53
H 2.46 2.87 -2.94 0.32
H 0.84 3.67 -2.78 0.26
H -0.77 1.22 -5.93 0.38
H -0.85 2.94 -5.27 0.46
H -1.69 1.59 -4.41 0.44
C -0.99 -2.00 -4.63 1.17
C -1.86 -2.15 -5.73 -0.52
C -1.51 -3.02 -6.73 -0.62
C -0.36 -3.82 -6.61 -0.49
C 0.53 -3.63 -5.53 -0.87
C 0.24 -2.68 -4.55 -0.61
S -1.52 -0.96 -3.37 -0.26
H 1.49 0.26 -1.67 0.14
H -2.80 -1.57 -5.70 0.46
H -2.18 -3.08 -7.61 0.42
H -0.14 -4.52 -7.38 0.47
H 1.43 -4.24 -5.46 0.47
H 0.93 -2.50 -3.71 0.49
C -2.49 -3.28 4.09 -1.04
S -1.90 -1.63 3.67 0.52
C -1.34 -1.02 5.26 -1.02
O -0.64 -1.79 2.87 -0.60
H -3.41 -3.14 4.66 0.43
H -1.75 -3.82 4.69 0.33
H -2.70 -3.82 3.16 0.32
H -0.43 -1.55 5.57 0.33
H -1.12 0.04 5.12 0.31
H -2.15 -1.14 5.99 0.43
```

Output
- orbital gap (spin up / spin down) (eV) = 6.40 / 3.38
- 2S+1 = 5
- ⟨S²⟩ = 6.03
- molecular weight (g/mol) = 636.83
- total charge = +3
- energy above the lowest of the compared OMol25 structures with the same formula, charge and spin (eV) = 4.260

7.
A molecular structure, C19H43N2OP3SSn. Source: the OMol25 dataset; level of theory: wB97M-V/def2-TZVPD.

The geometry in XYZ format:
```
70
Properties=species:S:1:pos:R:3:mulliken_charge:R:1
Sn -0.22 0.25 0.44 0.00
P 1.80 1.56 1.48 1.20
P -1.75 0.68 2.54 0.94
P -1.34 2.22 -0.85 0.94
H 0.51 -5.22 -7.53 0.32
C 0.71 -4.22 -7.91 -0.53
C 1.96 -3.75 -8.01 -0.39
H 2.82 -4.34 -7.71 0.32
C 3.03 0.39 2.15 -1.04
C 1.42 2.68 2.87 -1.50
C 2.73 2.55 0.27 -1.07
C -3.28 -0.25 2.25 -1.18
C -1.16 0.03 4.13 -1.07
C -2.14 2.40 2.92 -1.28
C -0.78 2.28 -2.57 -1.24
C -1.23 3.92 -0.25 -1.14
C -3.10 1.77 -0.87 -1.18
H -0.15 -3.65 -8.27 0.31
H 2.17 -2.77 -8.46 0.29
H 3.14 -0.49 1.50 0.34
H 2.74 0.04 3.15 -0.05
H 3.99 0.93 2.21 0.59
H 0.90 2.16 3.70 0.34
H 0.82 3.52 2.49 0.45
H 2.41 3.04 3.21 0.56
H 3.24 1.87 -0.44 0.43
H 3.45 3.11 0.90 0.52
H 2.04 3.24 -0.26 0.31
H -3.90 -0.05 3.14 0.49
H -3.03 -1.33 2.15 0.34
H -3.76 0.12 1.32 0.33
H -1.84 0.42 4.92 0.59
H -0.14 0.40 4.33 0.02
H -1.14 -1.08 4.13 0.36
H -2.70 2.33 3.87 0.59
H -2.78 2.82 2.11 0.38
H -1.21 2.99 3.06 0.25
H -1.37 3.11 -3.00 0.54
H -0.99 1.32 -3.09 0.29
H 0.31 2.49 -2.62 0.38
H -2.08 4.40 -0.78 0.51
H -0.25 4.33 -0.57 0.43
H -1.36 3.97 0.85 0.26
H -3.51 2.38 -1.69 0.57
H -3.58 2.03 0.09 0.33
H -3.24 0.70 -1.09 0.27
C 0.40 -1.13 -2.70 1.49
C -0.98 -1.44 -2.75 -0.11
C -1.43 -2.40 -3.66 -0.89
C -0.52 -3.01 -4.54 -0.18
C 0.84 -2.67 -4.51 -0.70
C 1.30 -1.74 -3.60 -0.87
S 1.28 -0.03 -1.70 -0.23
H -1.63 -0.71 -0.05 -0.05
H -1.69 -0.98 -2.06 0.18
H -2.48 -2.67 -3.69 0.48
H -0.86 -3.75 -5.25 0.52
H 1.56 -3.13 -5.18 0.41
H 2.34 -1.43 -3.54 0.51
C 1.82 -0.65 5.09 -1.15
N 1.46 -1.82 4.21 -0.18
C 0.89 -1.99 3.00 0.59
N 0.59 -3.29 2.68 -0.54
O 0.69 -1.11 2.11 -0.20
H 1.74 0.38 4.69 0.51
H 2.87 -0.80 5.39 0.37
H 1.23 -0.71 6.01 0.38
H 1.56 -2.72 4.65 0.17
H 0.12 -3.43 1.83 0.13
H 0.75 -4.07 3.33 0.21
```

Output
- orbital gap (spin up / spin down) (eV) = 2.70 / 2.70
- molecular weight (g/mol) = 559.27
- total charge = +4
- energy above the lowest of the compared OMol25 structures with the same formula, charge and spin (eV) = 0.929